1.
Formula: C5H11N2O
Source: the OMol25 dataset
Level of theory: wB97M-V/def2-TZVPD

CARTESIAN COORDINATES (ANGSTROEM)
1 C -2.455 -0.376 -0.085
2 C -0.938 0.828 -0.182
3 C 0.896 -1.915 -0.438
4 C 1.460 1.129 0.252
5 C 0.459 -1.034 0.704
6 N 0.225 0.388 0.162
7 N -1.120 2.011 -0.579
8 O -2.754 -0.871 0.928
9 H -2.759 -0.540 -1.129
10 H 1.736 -1.490 -1.071
11 H 1.216 -2.921 -0.026
12 H 0.053 -2.155 -1.079
13 H 1.784 1.586 -0.722
14 H 1.331 2.084 0.885
15 H 2.326 0.573 0.564
16 H -0.335 -1.363 1.325
17 H 1.232 -0.757 1.408
18 H -2.027 2.327 -0.721
19 H -0.329 2.497 -0.198

The calculation puts the HOMO energy at -14.57 eV. For the orbital gap, the calculation gives 10.51 eV. For the energy relative to the best compared isomer or geometry (same formula, charge and spin), the calculation gives 330.4 kJ/mol. The LUMO energy comes out at -0.1490 Eh. As for the net charge: +1.

Mulliken atomic charge list, values in e, 2 entries: 0.09 0.44

---

2.
Formula: C34H29Cl4GeN2O2S2Ti
Source: the OMol25 dataset
Level of theory: wB97M-V/def2-TZVPD

CARTESIAN COORDINATES (ANGSTROEM)
1 Ti 0.972 0.229 0.248
2 C 1.480 -0.368 3.234
3 N 0.787 0.686 2.451
4 C 1.586 1.947 2.578
5 C 1.329 2.968 1.483
6 N 1.719 2.424 0.156
7 C 3.180 2.599 -0.051
8 C 1.072 3.066 -0.991
9 C 0.783 4.419 -0.973
10 C 0.236 5.035 -2.087
11 C 0.009 4.277 -3.229
12 C 0.317 2.925 -3.247
13 C 0.857 2.285 -2.129
14 S 1.207 0.538 -2.157
15 C -0.594 0.902 2.927
16 C -0.915 0.701 4.265
17 C -2.202 0.926 4.727
18 C -3.174 1.367 3.834
19 C -2.856 1.568 2.504
20 C -1.558 1.339 2.016
21 S -1.189 1.599 0.329
22 H 1.682 -0.022 4.250
23 H 0.863 -1.261 3.251
24 H 2.424 -0.592 2.747
25 H 1.377 2.412 3.545
26 H 2.637 1.656 2.554
27 H 0.282 3.253 1.459
28 H 1.927 3.856 1.721
29 H 3.404 3.669 -0.103
30 H 3.736 2.128 0.752
31 H 3.456 2.109 -0.981
32 H 0.966 4.993 -0.072
33 H -0.017 6.086 -2.058
34 H -0.420 4.739 -4.111
35 H 0.125 2.332 -4.133
36 H -0.167 0.351 4.961
37 H -2.441 0.748 5.767
38 H -4.186 1.543 4.178
39 H -3.613 1.887 1.798
40 Cl 4.447 -5.584 -0.038
41 C 4.017 -3.914 0.108
42 C 4.994 -2.935 -0.012
43 Cl 6.648 -3.354 -0.312
44 C 4.631 -1.586 0.107
45 Cl 5.805 -0.313 0.021
46 C 3.312 -1.246 0.307
47 O 2.856 0.003 0.475
48 C 2.321 -2.223 0.411
49 O 1.096 -1.748 0.622
50 C 2.679 -3.560 0.340
51 Cl 1.451 -4.748 0.549
52 Ge -1.207 -1.140 -0.519
53 C -2.837 -0.472 -1.395
54 C -2.812 0.074 -2.683
55 C -3.961 0.590 -3.272
56 C -5.167 0.570 -2.582
57 C -5.212 0.028 -1.303
58 C -4.058 -0.484 -0.718
59 C -1.042 -2.941 -1.307
60 C -1.642 -4.038 -0.683
61 C -1.558 -5.316 -1.226
62 C -0.854 -5.529 -2.404
63 C -0.244 -4.455 -3.038
64 C -0.343 -3.178 -2.495
65 H -1.772 -1.501 0.896
66 H -1.876 0.111 -3.233
67 H -3.914 1.015 -4.269
68 H -6.064 0.973 -3.037
69 H -6.149 0.008 -0.758
70 H -4.106 -0.894 0.286
71 H -2.179 -3.891 0.248
72 H -2.030 -6.150 -0.720
73 H -0.775 -6.526 -2.822
74 H 0.312 -4.612 -3.955
75 H 0.149 -2.352 -3.001

The calculation puts the HOMO energy (alpha / beta) at -3.98 / -3.98 eV. For the orbital gap (alpha / beta), the calculation gives 6.22 / 6.22 eV. For the energy relative to the best compared isomer or geometry (same formula, charge and spin), the calculation gives 59.1 kJ/mol. The LUMO energy (alpha / beta) comes out at 0.0822 / 0.0822 Eh. As for the net charge: -1.

Mulliken atomic charge list, values in e, 2 entries: -0.57 -1.52

---

3.
Formula: C3H14O3S2
Source: the OMol25 dataset
Level of theory: wB97M-V/def2-TZVPD

CARTESIAN COORDINATES (ANGSTROEM)
1 C 1.072 -3.165 -2.038
2 C 1.103 -2.148 -0.865
3 C 0.226 -0.930 -1.317
4 S 0.845 0.660 -0.527
5 S -0.501 2.218 -0.458
6 H 1.675 -2.966 -2.933
7 H 1.478 -4.105 -1.616
8 H 0.044 -3.245 -2.397
9 H 2.161 -1.854 -0.696
10 H 0.848 -2.721 0.129
11 H -0.752 -1.020 -0.854
12 H 0.035 -0.965 -2.367
13 H -0.681 2.304 0.929
14 O -1.533 0.869 2.368
15 H -1.844 1.158 3.195
16 H -0.628 0.766 2.580
17 O -2.570 -1.142 -0.044
18 H -2.259 -0.524 0.577
19 H -2.440 -1.995 0.313
20 O 1.424 0.796 2.595
21 H 1.684 1.703 2.878
22 H 2.207 0.691 2.002

The calculation puts the HOMO energy at -8.28 eV. For the orbital gap, the calculation gives 8.60 eV. For the energy relative to the best compared isomer or geometry (same formula, charge and spin), the calculation gives 120.8 kJ/mol. The LUMO energy comes out at 0.0116 Eh. Its SMILES is CCCSS.O.O.O.

Mulliken atomic charge list, values in e, 2 entries: -1.24 -0.26

---

4.
Formula: CH3O3
Source: the OMol25 dataset
Level of theory: wB97M-V/def2-TZVPD

CARTESIAN COORDINATES (ANGSTROEM)
1 O -0.272 0.652 -1.357
2 C 0.845 0.762 -0.775
3 O 1.056 0.216 0.344
4 H 1.489 1.549 -1.182
5 H -0.353 -0.689 0.881
6 H -1.779 -1.015 0.881
7 O -0.986 -1.475 1.208

The calculation puts the HOMO energy at -4.28 eV. For the orbital gap, the calculation gives 8.93 eV. For the energy relative to the best compared isomer or geometry (same formula, charge and spin), the calculation gives 43.6 kJ/mol. The LUMO energy comes out at 0.1708 Eh. As for the net charge: -1.

Mulliken atomic charge list, values in e, 2 entries: -0.68 0.08

---

5.
Formula: C10H20BCl15NO4PS
Source: the OMol25 dataset
Level of theory: wB97M-V/def2-TZVPD

CARTESIAN COORDINATES (ANGSTROEM)
1 N 0.472 2.910 3.588
2 C 0.885 2.019 2.513
3 C 1.692 2.712 1.392
4 P 1.535 2.110 -0.334
5 O 1.201 3.778 -0.782
6 S 1.940 0.032 0.501
7 C -0.041 1.546 -1.132
8 C -1.053 0.873 -0.256
9 O -1.394 -0.280 -0.378
10 C 3.009 2.071 -1.422
11 B 4.005 3.276 -1.122
12 O 3.794 4.550 -1.600
13 O 5.150 3.039 -0.423
14 H -0.002 3.730 3.233
15 H 1.279 3.215 4.117
16 H -0.003 1.533 2.115
17 H 1.488 1.236 2.964
18 H 1.474 3.774 1.392
19 H 2.760 2.600 1.603
20 H 1.253 3.922 -1.735
21 H 2.008 -0.619 -0.662
22 H -0.509 2.423 -1.574
23 H 0.242 0.844 -1.919
24 H -1.548 1.520 0.486
25 H 2.667 2.089 -2.458
26 H 3.507 1.120 -1.250
27 H 3.165 5.049 -1.068
28 H 5.227 2.129 -0.115
29 Cl -1.826 -3.540 -2.997
30 C -0.530 -2.431 -2.576
31 Cl 0.864 -3.312 -1.945
32 Cl -0.059 -1.454 -3.977
33 H -0.890 -1.759 -1.803
34 Cl -2.430 1.699 -5.961
35 C -3.164 0.405 -5.012
36 Cl -2.815 0.606 -3.298
37 Cl -4.899 0.312 -5.300
38 H -2.719 -0.530 -5.326
39 Cl -3.894 -5.534 2.248
40 C -3.530 -5.678 0.529
41 Cl -4.641 -4.706 -0.436
42 Cl -1.857 -5.244 0.192
43 H -3.669 -6.712 0.249
44 Cl 3.874 2.635 5.415
45 C 3.980 4.321 5.922
46 Cl 4.330 5.365 4.545
47 Cl 2.498 4.822 6.732
48 H 4.796 4.407 6.626
49 Cl -6.382 -8.004 0.301
50 C -5.546 -9.518 -0.040
51 Cl -3.793 -9.304 0.047
52 Cl -6.072 -10.797 1.049
53 H -5.790 -9.815 -1.050

The calculation puts the HOMO energy at -9.04 eV. For the orbital gap, the calculation gives 9.23 eV. The LUMO energy comes out at 0.0070 Eh. Its SMILES is NCCP(O)(S)(CC=O)CB(O)O.ClC(Cl)Cl.ClC(Cl)Cl.ClC(Cl)Cl.ClC(Cl)Cl.ClC(Cl)Cl.

Mulliken atomic charge list, values in e, 2 entries: -0.65 -0.53

---

6.
Formula: C8H9ClNO
Source: the OMol25 dataset
Level of theory: wB97M-V/def2-TZVPD

CARTESIAN COORDINATES (ANGSTROEM)
1 C -2.942 0.819 -0.983
2 C -2.018 1.851 -0.972
3 C -2.622 -0.447 -0.434
4 C -0.802 1.594 -0.360
5 C -1.449 -0.594 0.287
6 C 1.732 -0.514 -0.216
7 C 3.182 -0.539 0.177
8 C 0.824 0.269 0.778
9 N -0.524 0.418 0.229
10 O 1.253 -1.094 -1.166
11 Cl 1.395 1.530 1.701
12 H -4.001 0.876 -1.433
13 H -2.342 2.927 -1.389
14 H -3.360 -1.215 -0.407
15 H -0.139 2.395 -0.301
16 H -1.117 -1.383 0.958
17 H 3.410 -1.562 0.345
18 H 3.866 -0.218 -0.584
19 H 3.392 -0.036 1.100
20 H 0.331 -1.149 2.202

The calculation puts the HOMO energy (alpha / beta) at -14.00 / -13.63 eV. For the orbital gap (alpha / beta), the calculation gives 8.33 / 8.45 eV. For the energy relative to the best compared isomer or geometry (same formula, charge and spin), the calculation gives 264.0 kJ/mol. The LUMO energy (alpha / beta) comes out at -0.2083 / -0.1902 Eh. As for the net charge: +1.

Mulliken atomic charge list, values in e, 2 entries: 0.06 -0.75

---

7.
Formula: C20H30Br10N2
Source: the OMol25 dataset
Level of theory: wB97M-V/def2-TZVPD

CARTESIAN COORDINATES (ANGSTROEM)
1 Br 6.008 -3.724 -1.927
2 C 4.958 -3.654 -0.279
3 C 4.952 -5.028 0.393
4 Br 3.930 -4.961 2.117
5 H 3.960 -3.297 -0.532
6 H 5.392 -2.949 0.430
7 H 5.992 -5.258 0.625
8 H 4.532 -5.835 -0.209
9 Br 2.540 -0.855 0.380
10 C 0.745 -0.012 0.155
11 C 0.822 1.170 1.109
12 Br -0.953 2.136 1.057
13 H 0.086 -0.823 0.462
14 H 0.572 0.213 -0.898
15 H 1.673 1.832 0.947
16 H 0.810 0.727 2.105
17 Br 3.592 5.621 6.731
18 C 3.841 4.469 5.144
19 C 3.334 5.137 3.865
20 Br 3.243 3.932 2.284
21 H 3.258 3.572 5.354
22 H 4.916 4.286 5.143
23 H 3.895 6.037 3.613
24 H 2.279 5.384 3.984
25 Br -1.499 0.254 -3.277
26 C -2.390 1.811 -2.319
27 C -1.705 3.102 -2.774
28 Br 0.191 3.169 -2.048
29 H -2.312 1.565 -1.260
30 H -3.436 1.738 -2.615
31 H -2.294 3.904 -2.328
32 H -1.684 3.201 -3.860
33 Br -5.068 3.639 -0.576
34 C -4.654 3.173 1.339
35 C -3.871 4.253 2.062
36 Br -4.090 3.934 3.998
37 H -4.161 2.206 1.441
38 H -5.609 2.996 1.834
39 H -4.248 5.253 1.851
40 H -2.831 4.152 1.749
41 N -4.216 -0.313 0.677
42 C -2.949 -0.727 0.349
43 C -2.652 -1.619 -0.699
44 C -3.748 -2.106 -1.458
45 C -5.050 -1.714 -1.149
46 C -5.244 -0.833 -0.091
47 H -2.197 -0.443 1.070
48 H -1.643 -1.906 -0.959
49 H -3.578 -2.908 -2.160
50 H -5.907 -2.068 -1.703
51 H -6.234 -0.519 0.206
52 N 0.722 -2.852 -1.739
53 C 0.593 -4.198 -1.749
54 C 1.440 -5.018 -2.572
55 C 2.396 -4.376 -3.358
56 C 2.501 -3.005 -3.347
57 C 1.693 -2.338 -2.483
58 H -0.156 -4.674 -1.134
59 H 1.341 -6.085 -2.701
60 H 2.975 -5.048 -3.974
61 H 3.227 -2.420 -3.893
62 H 1.968 -1.296 -2.403

The calculation puts the HOMO energy (alpha / beta) at -11.86 / -11.86 eV. For the orbital gap (alpha / beta), the calculation gives 8.58 / 2.90 eV. The spin multiplicity is 2. The LUMO energy (alpha / beta) comes out at -0.1204 / -0.3292 Eh. As for the net charge: +1.

Mulliken atomic charge list, values in e, 2 entries: -0.15 -0.04

---

8.
Formula: C26H27ClFI2N3O5S2
Source: the OMol25 dataset
Level of theory: wB97M-V/def2-TZVPD

CARTESIAN COORDINATES (ANGSTROEM)
1 C -0.769 -0.690 3.596
2 C -0.538 -0.931 2.445
3 C -0.513 -0.801 1.013
4 C -1.633 -1.088 0.228
5 C -2.870 -1.601 0.929
6 O -2.761 -2.287 1.903
7 O -4.098 -1.312 0.437
8 C -4.827 -2.536 0.097
9 C -5.764 -3.017 1.188
10 C -6.146 -4.479 0.857
11 C -7.071 -5.100 1.896
12 O -8.001 -5.934 1.191
13 C -1.523 -0.894 -1.168
14 C -2.726 -1.145 -2.058
15 C -3.674 0.059 -1.971
16 O -3.380 1.125 -1.580
17 Cl -5.331 -0.283 -2.555
18 C -0.312 -0.470 -1.712
19 C -0.150 -0.336 -3.213
20 C -0.733 0.924 -3.848
21 O -1.217 1.841 -3.258
22 N 0.745 -0.199 -0.896
23 C 2.004 0.271 -1.455
24 I 3.355 -1.308 -1.889
25 C 2.288 1.557 -1.672
26 C 3.626 1.933 -2.276
27 I 0.929 3.084 -1.199
28 C 0.691 -0.377 0.446
29 C 1.898 -0.155 1.300
30 C 2.082 1.295 1.833
31 C 3.553 1.712 1.596
32 S 3.686 3.499 1.309
33 C 5.436 3.700 1.613
34 S 6.125 2.879 2.807
35 N 6.169 4.534 0.728
36 C 7.499 4.839 0.840
37 C 7.829 5.677 -0.183
38 N 6.698 5.888 -0.965
39 C 5.745 5.208 -0.394
40 H -0.885 -0.735 4.655
41 H -5.375 -2.347 -0.822
42 H -4.080 -3.318 -0.078
43 H -5.306 -3.025 2.178
44 H -6.678 -2.419 1.229
45 H -5.227 -5.064 0.764
46 H -6.620 -4.486 -0.130
47 H -7.618 -4.362 2.489
48 H -6.476 -5.761 2.534
49 H -8.321 -6.619 1.784
50 H -2.442 -1.199 -3.109
51 H -3.239 -2.074 -1.834
52 H 0.903 -0.366 -3.505
53 H -0.597 -1.201 -3.706
54 H -0.669 0.975 -4.954
55 H 4.429 1.510 -1.670
56 H 3.671 1.430 -3.248
57 H 3.724 3.005 -2.416
58 H 1.840 -0.795 2.180
59 H 2.797 -0.478 0.777
60 H 1.362 1.988 1.404
61 H 1.926 1.304 2.912
62 H 4.146 1.467 2.479
63 H 3.951 1.190 0.723
64 H 8.205 4.502 1.577
65 H 8.811 6.080 -0.362
66 H 4.738 5.189 -0.783
67 F 6.706 0.526 2.971

The calculation puts the HOMO energy at -6.47 eV. For the orbital gap, the calculation gives 3.60 eV. The LUMO energy comes out at -0.1054 Eh.

Mulliken atomic charge list, values in e, 2 entries: -0.18 -1.50